1.
Density functional theory data (ωB97M-V/def2-TZVPD) for a molecular structure, C12H32N2O5Rb.

Last column: natural (NBO) charge in e.
Positions of all 52 atoms, in Å:
Rb (-0.30, 0.05, 0.27)  0.9152
C (-3.27, 2.22, -1.10)  -0.2599
O (-2.88, 0.89, -0.83)  -0.5699
C (-3.57, 0.02, -1.73)  -0.0868
C (-3.20, -1.42, -1.55)  -0.2423
N (-1.73, -1.69, -1.74)  -0.6500
C (-1.07, -0.95, -2.83)  -0.2507
C (0.28, -1.51, -3.16)  -0.0732
O (1.14, -1.53, -2.03)  -0.5645
C (2.50, -1.79, -2.33)  -0.2499
H (-4.35, 2.34, -1.04)  0.1866
H (-2.85, 2.58, -2.05)  0.1778
H (-2.87, 2.86, -0.31)  0.1941
H (-3.28, 0.35, -2.74)  0.1721
H (-4.65, 0.16, -1.70)  0.1961
H (-3.72, -1.99, -2.32)  0.1986
H (-3.44, -1.78, -0.55)  0.2040
H (-1.64, -2.67, -2.00)  0.3628
H (-1.11, 0.10, -2.51)  0.1857
H (-1.72, -1.00, -3.71)  0.1874
H (0.71, -0.98, -4.02)  0.1925
H (0.13, -2.56, -3.43)  0.1702
H (2.61, -2.39, -3.23)  0.1839
H (2.93, -2.22, -1.42)  0.1971
H (3.04, -0.84, -2.45)  0.1746
C (2.02, -3.59, 1.27)  -0.2510
O (1.83, -2.21, 1.29)  -0.5669
C (2.87, -1.51, 2.00)  -0.0724
C (2.33, -0.36, 2.80)  -0.2612
N (2.16, 0.86, 2.03)  -0.6418
C (1.28, 1.85, 2.71)  -0.2478
C (1.21, 3.12, 1.90)  -0.0740
O (0.30, 2.95, 0.83)  -0.5682
C (-0.09, 4.22, 0.28)  -0.2510
H (2.98, -3.88, 0.81)  0.1684
H (1.24, -4.05, 0.67)  0.1951
H (2.00, -4.05, 2.27)  0.1732
H (3.54, -1.15, 1.21)  0.1843
H (3.42, -2.22, 2.61)  0.1888
H (2.99, -0.24, 3.67)  0.1882
H (1.36, -0.62, 3.24)  0.2098
H (3.03, 1.39, 1.96)  0.3606
H (1.69, 2.01, 3.71)  0.1915
H (0.27, 1.45, 2.77)  0.2014
H (2.20, 3.40, 1.52)  0.1746
H (0.85, 3.91, 2.57)  0.1835
H (-0.60, 4.83, 1.02)  0.1830
H (-0.75, 4.01, -0.56)  0.1885
H (0.79, 4.70, -0.15)  0.1835
O (-1.86, -0.19, 2.60)  -0.9629
H (-2.61, 0.22, 3.04)  0.4915
H (-2.14, -1.09, 2.43)  0.4803

The calculation puts the HOMO energy at -11.902 eV. Its spin multiplicity is 1. The value obtained for the energy above the lowest of the compared OMol25 structures with the same formula, charge and spin is 0.434 eV. Its charge is +1. The value obtained for the orbital gap is 9.59 eV.

=====

2.
Density functional theory data (ωB97M-V/def2-TZVPD) for a molecular structure, C12H33ClN3O3Ti2.

Last column: Mulliken spin population.
Positions of all 54 atoms, in Å:
Ti (2.65, -1.00, 3.54)  3.0215
Ti (3.64, 1.78, 1.45)  3.0585
Cl (1.71, -0.16, 1.12)  -0.0376
C (-2.82, 0.34, -1.04)  0.0005
C (-1.93, 0.34, 0.22)  0.0124
C (-2.38, 1.46, 1.12)  -0.0019
O (-1.48, 1.55, 2.21)  -0.0065
C (-1.73, 2.61, 3.11)  0.0002
N (-2.04, -0.98, 0.85)  0.0010
H (-3.86, 0.18, -0.77)  -0.0002
H (-2.51, -0.38, -1.80)  0.0000
H (-2.78, 1.32, -1.54)  0.0000
H (-0.89, 0.54, -0.07)  -0.0117
H (-3.39, 1.31, 1.53)  0.0003
H (-2.41, 2.38, 0.52)  0.0000
H (-2.79, 2.66, 3.40)  0.0005
H (-1.50, 3.57, 2.63)  0.0003
H (-1.06, 2.47, 3.96)  0.0011
H (-3.01, -1.21, 1.05)  -0.0002
H (-1.76, -1.71, 0.20)  -0.0010
C (1.46, 5.30, -0.09)  -0.0104
C (0.85, 3.93, 0.20)  -0.0027
C (0.75, 3.10, -1.07)  0.0630
O (-0.08, 3.78, -1.97)  0.0011
C (-0.29, 3.00, -3.14)  0.0012
N (1.69, 3.17, 1.15)  -0.0380
H (0.94, 5.70, -0.97)  -0.0004
H (2.51, 5.22, -0.39)  0.0062
H (1.45, 5.98, 0.75)  0.0011
H (-0.13, 4.11, 0.63)  -0.0004
H (0.30, 2.13, -0.83)  -0.0644
H (1.73, 2.82, -1.49)  0.0174
H (-0.73, 2.02, -2.93)  0.0004
H (0.65, 2.85, -3.67)  -0.0005
H (-0.98, 3.53, -3.80)  0.0001
H (1.25, 2.24, 1.25)  -0.0326
H (1.56, 3.57, 2.08)  0.0138
C (2.70, -5.30, -1.20)  0.0010
C (1.79, -4.12, -0.88)  0.0134
C (0.59, -4.50, -0.05)  -0.0055
O (-0.29, -5.31, -0.77)  0.0002
C (-1.47, -5.64, -0.05)  0.0002
N (2.57, -3.19, -0.05)  0.0013
H (3.55, -4.98, -1.80)  0.0000
H (2.15, -6.09, -1.72)  -0.0005
H (3.07, -5.78, -0.29)  -0.0001
H (1.46, -3.64, -1.81)  0.0004
H (0.09, -3.58, 0.32)  0.0037
H (0.92, -4.98, 0.89)  0.0004
H (-2.13, -6.11, -0.78)  0.0000
H (-1.93, -4.73, 0.34)  -0.0001
H (-1.24, -6.35, 0.75)  -0.0001
H (2.09, -2.30, 0.07)  -0.0100
H (3.49, -2.94, -0.37)  0.0035

The calculation puts the HOMO energy (alpha / beta) at -9.785 / -11.329 eV. Its spin multiplicity is 7. As for the expectation value of S²: 12.00. The value obtained for the energy above the lowest of the compared OMol25 structures with the same formula, charge and spin is 0.342 eV. Its charge is +1. The value obtained for the orbital gap (alpha / beta) is 5.76 / 7.12 eV.

=====

3.
Density functional theory data (ωB97M-V/def2-TZVPD) for 4 unconnected molecules or ions with the total composition C12H33NO4S2.

Last column: natural (NBO) charge in e.
Positions of all 52 atoms, in Å:
C (4.27, 1.28, 2.88)  -0.6595
C (2.81, 1.11, 3.25)  -0.2124
N (1.88, 1.22, 2.08)  -0.2284
C (2.16, 2.53, 1.30)  -0.4262
C (2.10, 0.12, 1.09)  -0.1394
C (1.79, -1.30, 1.61)  -0.6564
C (0.57, 1.12, 2.74)  -0.2918
C (-0.63, 1.12, 1.67)  -0.0814
O (-1.83, 1.12, 2.36)  -0.5400
C (-2.88, 0.48, 1.62)  -0.2561
H (4.92, 0.68, 2.20)  0.2408
H (4.70, 1.14, 3.81)  0.2334
H (4.60, 2.40, 2.70)  0.2241
H (2.78, 1.98, 3.95)  0.2318
H (2.49, 0.37, 3.87)  0.2273
H (1.98, 3.39, 2.06)  0.2150
H (1.50, 2.64, 0.37)  0.2929
H (3.04, 2.75, 0.88)  0.2353
H (3.27, 0.19, 0.89)  0.2185
H (1.58, 0.28, 0.41)  0.1974
H (1.93, -2.10, 0.81)  0.2915
H (0.88, -1.37, 2.00)  0.2015
H (2.33, -1.71, 2.48)  0.2067
H (0.44, 1.95, 3.50)  0.2337
H (0.12, 0.33, 3.44)  0.2772
H (-0.54, 0.44, 0.82)  0.2006
H (-0.66, 1.92, 1.12)  0.1822
H (-3.12, 1.08, 0.86)  0.1795
H (-3.88, 0.50, 2.00)  0.2036
H (-2.65, -0.58, 1.27)  0.1701
O (-0.04, 0.88, -1.87)  -1.2855
H (-0.53, 0.58, -1.13)  0.3568
C (-1.00, -2.32, -1.11)  -0.8416
S (0.35, -1.97, -2.34)  1.3407
O (1.64, -2.48, -1.75)  -1.0038
C (-0.17, -3.27, -3.40)  -0.8852
H (-2.12, -2.38, -1.52)  0.2239
H (-1.21, -1.54, -0.20)  0.2237
H (-0.71, -3.30, -0.89)  0.2174
H (0.29, -3.27, -4.34)  0.2452
H (-1.13, -2.96, -3.89)  0.2281
H (-0.41, -4.26, -3.06)  0.2210
C (-3.19, -0.94, -4.36)  -0.8155
S (-2.20, 0.42, -3.88)  1.3280
O (-2.69, 1.50, -4.82)  -1.0000
C (-3.01, 0.74, -2.33)  -0.8815
H (-3.26, -1.53, -3.50)  0.2043
H (-2.81, -1.31, -5.15)  0.2084
H (-4.17, -0.56, -4.53)  0.2301
H (-3.04, -0.03, -1.60)  0.2087
H (-4.02, 1.27, -2.40)  0.2303
H (-2.51, 1.66, -1.96)  0.2748

The calculation puts the HOMO energy at -6.226 eV. Its spin multiplicity is 1. The value obtained for the energy above the lowest of the compared OMol25 structures with the same formula, charge and spin is 1.739 eV. Its charge is 0. The value obtained for the orbital gap is 6.10 eV.

=====

4.
Density functional theory data (ωB97M-V/def2-TZVPD) for 3 unconnected molecules or ions with the total composition C12H34BNO8PS2.

Last column: natural (NBO) charge in e.
Positions of all 59 atoms, in Å:
C (-0.08, -0.05, 2.09)  -0.6029
C (1.42, 0.25, 2.11)  -0.3805
C (2.24, -0.99, 1.70)  -0.4286
C (3.55, -0.55, 1.05)  -0.5949
B (2.41, -2.11, 2.90)  -0.2716
C (2.37, -3.65, 2.31)  -0.2705
O (2.99, -3.86, 1.01)  -0.5850
C (4.35, -4.18, 1.13)  -0.2476
P (4.05, -1.90, 3.98)  0.8855
N (3.80, -0.41, 4.83)  -1.1745
O (3.68, -3.05, 5.18)  -0.9976
H (-0.26, -1.07, 2.43)  0.2149
H (-0.66, 0.62, 2.73)  0.1846
H (-0.49, 0.03, 1.07)  0.1847
H (1.68, 0.58, 3.12)  0.1704
H (1.63, 1.09, 1.44)  0.1894
H (1.66, -1.49, 0.92)  0.1889
H (4.19, 0.01, 1.76)  0.1887
H (4.15, -1.40, 0.72)  0.2049
H (3.39, 0.11, 0.19)  0.1649
H (1.48, -2.01, 3.70)  -0.0322
H (1.33, -3.97, 2.16)  0.1690
H (2.81, -4.39, 3.00)  0.1622
H (4.80, -4.14, 0.13)  0.1620
H (4.49, -5.19, 1.55)  0.1416
H (4.88, -3.48, 1.78)  0.1787
H (2.92, 0.05, 4.67)  0.3665
H (4.56, 0.25, 4.75)  0.3641
H (4.50, -3.30, 5.62)  0.4663
O (1.35, 1.85, -1.09)  -0.9368
S (1.91, 2.02, -2.39)  2.3864
O (2.12, 3.35, -2.90)  -0.9459
O (1.05, 1.19, -3.43)  -0.7329
C (-0.37, 1.02, -3.13)  -0.0711
C (-1.16, 2.28, -3.35)  -0.6483
C (3.41, 1.11, -2.51)  -0.8897
H (-0.44, 0.67, -2.10)  0.2130
H (-0.67, 0.22, -3.80)  0.1888
H (-0.85, 3.07, -2.66)  0.2246
H (-2.21, 2.06, -3.16)  0.2374
H (-1.05, 2.64, -4.37)  0.2073
H (3.23, 0.10, -2.15)  0.2656
H (4.13, 1.62, -1.87)  0.2558
H (3.74, 1.12, -3.55)  0.2429
O (-6.28, 2.21, -3.78)  -0.9485
S (-5.85, 2.52, -2.44)  2.3893
O (-4.46, 2.42, -2.13)  -0.9384
O (-6.70, 1.67, -1.42)  -0.7284
C (-6.80, 0.23, -1.66)  -0.0736
C (-5.54, -0.50, -1.26)  -0.6424
C (-6.43, 4.11, -1.97)  -0.8865
H (-7.05, 0.09, -2.71)  0.2013
H (-7.65, -0.06, -1.05)  0.1947
H (-4.70, -0.22, -1.89)  0.2311
H (-5.72, -1.57, -1.36)  0.2188
H (-5.28, -0.29, -0.22)  0.2256
H (-7.49, 4.18, -2.18)  0.2479
H (-5.87, 4.83, -2.57)  0.2545
H (-6.22, 4.26, -0.92)  0.2559

The calculation puts the HOMO energy at -3.407 eV. Its spin multiplicity is 1. Its charge is -1. The value obtained for the orbital gap is 5.20 eV.

=====

5.
Density functional theory data (ωB97M-V/def2-TZVPD) for a molecular structure, C12H34Mn2NO17S4.

Last column: Mulliken spin population.
Positions of all 70 atoms, in Å:
Mn (1.12, -2.12, -3.52)  4.8608
Mn (-0.72, -3.27, -1.37)  4.8464
N (2.33, -3.90, -1.29)  -0.0081
O (1.20, -3.84, -0.72)  0.0245
O (3.17, -4.69, -0.90)  0.0156
O (2.62, -3.12, -2.26)  0.0373
O (0.09, -1.43, -1.90)  0.0373
H (0.42, -0.68, -1.42)  0.0255
O (-0.14, -3.72, -3.28)  0.0999
H (-0.16, -4.27, -4.06)  0.0171
O (-5.00, -2.29, -1.51)  0.0016
S (-3.92, -2.20, -2.42)  0.0031
O (-2.65, -2.83, -2.12)  0.0136
O (-4.33, -2.77, -3.88)  -0.0009
C (-5.55, -2.20, -4.39)  0.0004
C (-5.77, -2.70, -5.80)  0.0002
C (-3.53, -0.43, -2.71)  0.0032
H (-5.55, -1.11, -4.37)  0.0000
H (-6.40, -2.44, -3.75)  -0.0002
H (-5.97, -3.77, -5.88)  0.0000
H (-4.93, -2.49, -6.45)  0.0000
H (-6.67, -2.22, -6.18)  0.0000
H (-3.27, -0.24, -3.74)  -0.0008
H (-2.79, -0.23, -1.94)  0.0012
H (-4.46, 0.11, -2.51)  0.0003
O (3.13, 1.52, 1.34)  0.0001
S (3.72, 0.31, 1.87)  0.0001
O (5.14, 0.05, 2.07)  0.0000
O (2.97, -0.01, 3.27)  0.0001
C (3.69, 0.12, 4.50)  0.0000
C (3.02, 1.18, 5.42)  0.0000
C (2.96, -1.02, 0.99)  0.0017
H (4.75, 0.35, 4.45)  0.0000
H (3.68, -0.88, 4.93)  0.0000
H (2.53, 1.86, 4.73)  0.0000
H (3.81, 1.68, 5.98)  0.0000
H (2.31, 0.77, 6.14)  0.0000
H (3.22, -0.89, -0.05)  0.0009
H (1.88, -0.94, 1.10)  -0.0004
H (3.33, -1.93, 1.46)  0.0000
O (-0.01, 4.08, 0.20)  0.0000
S (0.74, 4.25, -1.04)  0.0001
O (0.13, 4.83, -2.21)  0.0000
O (2.03, 5.13, -0.68)  0.0000
C (2.68, 4.94, 0.60)  0.0000
C (4.18, 4.84, 0.33)  0.0000
C (1.54, 2.72, -1.54)  -0.0003
H (2.36, 4.02, 1.10)  0.0000
H (2.42, 5.85, 1.13)  0.0000
H (4.46, 3.93, -0.20)  0.0000
H (4.74, 4.92, 1.26)  0.0000
H (4.52, 5.70, -0.25)  0.0000
H (1.01, 2.47, -2.45)  0.0005
H (1.52, 1.94, -0.78)  -0.0007
H (2.59, 2.90, -1.72)  0.0001
O (-3.11, -0.27, 0.77)  0.0032
S (-2.18, -1.26, 1.21)  0.0032
O (-1.57, -2.14, 0.23)  0.0132
O (-0.96, -0.60, 2.05)  -0.0023
C (-1.33, 0.56, 2.84)  0.0004
C (-0.08, 1.35, 3.10)  0.0001
C (-2.89, -2.29, 2.55)  0.0019
H (-1.81, 0.29, 3.78)  0.0001
H (-2.02, 1.18, 2.27)  0.0000
H (0.36, 1.75, 2.18)  0.0000
H (0.74, 0.74, 3.49)  0.0000
H (-0.19, 2.27, 3.68)  0.0000
H (-3.78, -2.67, 2.03)  -0.0001
H (-3.19, -1.68, 3.39)  0.0001
H (-2.16, -3.04, 2.83)  -0.0001

The calculation puts the HOMO energy (alpha / beta) at -12.663 / -12.977 eV. Its spin multiplicity is 11. As for the expectation value of S²: 30.01. The value obtained for the energy above the lowest of the compared OMol25 structures with the same formula, charge and spin is 0.000 eV. Its charge is +1. The value obtained for the orbital gap (alpha / beta) is 8.19 / 8.44 eV.

=====

6.
Density functional theory data (ωB97M-V/def2-TZVPD) for 4 unconnected molecules or ions with the total composition C12H34N2O6.

Last column: natural (NBO) charge in e.
Positions of all 54 atoms, in Å:
C (0.89, -3.59, -0.38)  -0.3101
O (1.25, -2.83, 0.77)  -0.5744
C (1.50, -3.48, 1.95)  -0.0658
C (1.45, -2.53, 3.21)  -0.0668
C (0.49, -1.30, 3.09)  -0.6353
N (2.80, -1.94, 3.42)  -0.8128
H (-0.16, -3.85, -0.44)  0.1748
H (1.65, -4.36, -0.51)  0.1777
H (0.90, -2.86, -1.19)  0.2550
H (0.59, -4.08, 2.00)  0.1628
H (2.33, -4.17, 1.80)  0.1848
H (1.17, -3.00, 4.15)  0.1943
H (-0.45, -1.51, 2.58)  0.2156
H (0.91, -0.46, 2.55)  0.1972
H (0.18, -0.84, 4.03)  0.2119
H (2.69, -1.00, 3.79)  0.3452
H (3.02, -1.80, 2.45)  0.3437
C (-0.70, 2.28, 1.50)  -0.2229
O (-0.93, 1.60, 0.36)  -0.5350
C (0.11, 0.69, -0.05)  -0.0669
C (-0.51, -0.46, -0.84)  -0.0779
C (-1.08, -1.64, -0.13)  -0.6407
N (0.46, -1.06, -1.74)  -0.8405
H (-1.55, 2.96, 1.45)  0.1864
H (0.27, 2.77, 1.57)  0.1677
H (-0.88, 1.72, 2.42)  0.1650
H (0.92, 1.20, -0.58)  0.1714
H (0.62, 0.21, 0.78)  0.1768
H (-1.27, -0.09, -1.53)  0.1719
H (-0.40, -2.23, 0.49)  0.2522
H (-1.62, -2.27, -0.84)  0.1941
H (-1.86, -1.35, 0.58)  0.2014
H (-0.04, -1.53, -2.48)  0.3808
H (0.79, -0.30, -2.32)  0.3329
O (1.22, 6.45, 1.15)  -0.7175
C (0.14, 5.59, 0.88)  -0.0852
C (-0.49, 4.87, 2.14)  -0.1249
O (-1.33, 5.82, 2.85)  -0.7558
H (0.92, 7.17, 1.71)  0.4712
H (-0.62, 6.14, 0.32)  0.1622
H (0.53, 4.86, 0.17)  0.1743
H (0.26, 4.53, 2.85)  0.1715
H (-0.97, 3.91, 1.96)  0.1924
H (-2.27, 5.81, 2.65)  0.4725
O (-1.27, -0.91, -3.35)  -0.7434
C (-0.80, -0.70, -4.65)  -0.1064
C (-0.77, -1.91, -5.44)  -0.0961
O (-2.07, -2.37, -5.85)  -0.7289
H (-2.18, -0.63, -3.25)  0.4926
H (-1.14, 0.19, -5.18)  0.1915
H (0.22, -0.42, -4.36)  0.1789
H (-0.19, -2.71, -4.99)  0.1744
H (-0.23, -1.69, -6.36)  0.1886
H (-2.52, -2.90, -5.19)  0.4737

The calculation puts the HOMO energy at -8.851 eV. Its spin multiplicity is 1. The value obtained for the energy above the lowest of the compared OMol25 structures with the same formula, charge and spin is 5.426 eV. Its charge is 0. The value obtained for the orbital gap is 9.20 eV.

=====

| no. | total energy (a.u.) |
| --- | --- |
| 1 | -985.97518 |
| 2 | -3025.67789 |
| 3 | -1628.61193 |
| 4 | -2296.90510 |
| 5 | -5705.88921 |
| 6 | -1038.29234 |